DFT (ωB97M-V/def2-TZVPD) results for a molecular structure, C35H50BrINO18P.

Last column: Mulliken charge in e.
Geometry (Å):
C 0.4046 -1.0829 -3.1857  0.14
C -5.3710 0.1511 3.0058  -1.51
H -1.1576 -1.1570 -0.9507  0.18
H -2.9138 -4.8865 -3.8318  0.35
H 1.8984 -1.8173 1.2605  0.09
H 1.0839 -1.0189 2.6684  0.14
O -3.3576 -3.1272 -4.8468  -0.09
C 1.9441 -1.6787 2.3766  -0.91
I 0.2092 -4.0504 -2.0830  0.11
C 0.7542 1.4909 -4.0990  -0.40
O -3.8180 3.7941 0.6501  -0.55
H -1.1886 -2.3785 -3.8469  -0.05
H -4.9180 -0.7367 2.5607  0.35
H -0.6909 3.9171 -1.6620  0.16
C -4.1227 3.1260 1.5882  0.63
H -6.2989 0.3362 2.4602  0.36
H 4.6301 -1.4372 0.2486  0.23
H -2.6254 -0.1304 -0.8276  0.43
C 2.9433 1.8151 -3.2115  -0.46
H 0.9463 4.8785 0.1289  0.29
O -0.9393 2.9363 0.7458  -0.17
C -0.0622 2.9053 1.7828  0.59
O 2.9381 -1.2980 7.4689  -0.35
H -4.1329 -3.8330 -3.0785  0.29
C 2.5294 0.0187 7.8497  0.52
H -6.0028 2.6901 3.5617  0.33
C -1.6965 -0.3096 -1.4406  -0.82
C 3.2885 -1.0337 2.8562  1.80
O 4.4464 -0.3577 -1.5898  -0.52
N 2.0804 2.0555 -4.3801  0.14
C -1.4090 4.4857 -1.0653  -1.38
H -1.0691 0.6216 -1.4401  0.06
H 0.8929 1.1371 6.9703  0.34
C 0.1426 4.9422 0.8687  -0.44
C 3.3755 0.3923 0.5985  1.47
C -4.9172 2.5628 3.6034  -0.55
H 0.0158 5.9829 1.1658  0.32
C 2.4990 -1.9374 -1.9130  0.35
H 3.5527 0.2012 9.7310  0.36
O -5.3942 -3.7627 -5.5488  -0.37
O -0.3040 1.9309 -4.3890  -0.44
C -4.4302 -2.8035 -5.6251  0.51
O 2.5101 -2.5458 5.6338  -0.51
C 1.1284 0.1646 -3.3608  1.43
H 3.6989 -0.5151 -6.1072  0.31
C 1.1625 0.1134 7.2296  -0.53
H -1.5607 -1.5602 -5.9680  0.24
H -3.4283 1.0456 3.2291  0.21
H -1.6897 0.1650 -5.3980  0.33
O -4.3064 3.6080 2.8475  -0.32
C -5.8595 -5.6235 -4.0619  -1.50
C -4.8183 -4.8808 -4.8684  0.54
P 2.7397 1.4773 -5.8776  0.96
H -1.3623 5.5367 -1.3560  0.39
H 4.3642 -2.7609 1.9342  0.25
O 2.7995 -0.1884 -5.9341  -0.48
H -5.3960 -6.3445 -3.3863  0.36
C -3.7570 -4.2242 -4.0289  -0.61
H 4.9036 1.2265 -6.1187  0.29
C 4.4581 -2.1163 2.8550  -1.34
O 0.1934 1.9310 2.4227  -0.57
C -1.0148 -1.2681 -3.7882  1.18
H 2.3372 0.0579 0.3640  0.14
H -6.5391 -6.1608 -4.7259  0.38
O 3.7562 2.5580 -2.7796  -0.49
H 4.7963 0.4355 2.2670  0.28
O 1.3050 -0.6845 6.0563  -0.27
H 5.4801 0.1222 0.1337  0.39
C 3.1975 -0.6685 -2.0698  0.26
H 5.4734 -1.6509 2.8851  0.31
H 2.0374 -0.6708 9.8363  0.36
Br 3.3484 -3.4225 -1.0014  -0.12
H 1.7457 -2.6880 2.8265  0.40
H 0.3718 -0.3173 7.8510  0.32
C -1.0974 -0.7769 -5.3120  -1.42
H 3.2231 0.7336 7.3957  0.27
H 3.1423 -0.7825 3.9448  -0.70
H -2.9704 -1.4851 -2.7638  -0.01
H 2.6456 2.2123 -0.5515  -0.15
C 2.5288 0.1766 9.3534  -1.49
O 0.4912 4.1316 1.9939  -0.35
H -6.4721 -4.9311 -3.4806  0.37
H -1.9908 4.6781 0.9910  0.38
H -2.3979 4.1019 -1.3167  0.38
O -4.5115 -1.8150 -6.2786  -0.51
H -4.5950 2.5989 4.6438  0.33
H 3.1678 2.5264 1.1336  0.45
C 4.5124 -0.3875 -0.1404  -1.30
C -1.1440 4.3141 0.4122  0.39
C 2.2755 -1.6026 6.3189  0.68
C 3.6772 0.3234 2.1417  -1.49
O 4.3190 2.0019 -6.0616  -0.51
H -0.0377 -0.5567 -5.6230  0.30
C 2.4966 0.3730 -2.8139  0.22
H -4.3784 -5.5453 -5.6190  0.28
H 2.0284 1.0987 9.6538  0.38
H -2.6699 0.2038 -3.3907  0.34
C 3.4224 1.9434 0.2059  -1.00
C 1.1211 -2.1390 -2.4415  -0.68
C -2.1919 -0.6832 -2.8969  -0.19
H 4.3109 -2.7855 3.7375  0.35
H -5.6071 -0.0683 4.0485  0.39
H 3.2125 1.1534 2.7318  0.35
O 1.9619 1.9490 -7.0447  -0.73
C -4.4308 1.3296 2.8935  0.64
H 4.4598 2.2392 -0.0827  0.26
O -4.3325 1.7851 1.5413  -0.30

Values from the calculation:
highest occupied orbital energy: -9.1195 eV
F_max: 3.414 eV/A

---

DFT (ωB97M-V/def2-TZVPD) results for 3 unconnected molecules or ions with the total composition C35H50ClI2N6O5PS3.

Last column: Mulliken charge in e.
Geometry (Å):
H 1.2993 -7.1235 3.5853  0.10
O 4.2325 -1.5980 -2.5330  -0.33
O 0.3025 -4.0509 -0.6440  -0.44
C -0.8627 -5.8853 1.5300  -1.66
H -1.3160 2.9527 -1.7117  0.29
C 1.4634 0.1031 2.0536  -0.38
H -4.5268 -4.8454 -0.7967  0.24
H -0.3914 -6.8717 1.5579  0.51
C -3.5284 -4.4158 -0.9266  -1.09
C -4.3202 4.8237 -4.8309  -0.60
H -1.2414 5.3605 2.2505  0.36
N 0.8118 5.5916 2.6920  0.21
I 2.1341 1.0964 -1.8598  0.07
C 1.4380 5.8891 1.4727  0.12
C 0.4026 6.7628 3.4737  -0.80
C 0.3721 -3.7674 0.5234  -0.64
H 6.2280 -1.9911 -2.8886  0.26
H 2.3012 1.1496 3.6977  0.84
N -3.6835 -3.0016 -1.3013  -0.03
H -5.5234 3.1048 -4.3240  0.27
Cl -0.8826 -1.3700 -0.8534  0.00
C 3.0053 2.1258 1.9222  -0.28
H 3.1086 -3.0474 -1.5945  -0.14
C 0.7286 -2.3833 1.0232  0.25
C 0.1865 -4.7975 1.6099  0.66
S 1.4203 7.3460 0.7500  -0.22
H -1.4149 -5.8077 2.4743  0.58
C 4.9066 -3.5104 -3.7514  -0.59
H -0.5149 0.8871 -1.7000  0.65
H -3.7152 5.1488 -5.6803  0.27
C -3.5940 -2.6885 -2.6605  0.17
N 2.8178 -1.0435 3.7835  -0.67
N -3.4565 -1.4643 -2.9886  -0.49
N -3.6885 -3.7643 -3.6301  -0.58
H -2.2597 -3.6270 0.6013  -0.01
H 3.9566 1.6878 2.2310  0.47
C 0.0528 1.3309 0.3708  -0.25
H -0.2940 -5.4541 5.7451  0.23
H 5.3138 -3.8233 -4.7120  0.36
N -0.4226 -5.7511 4.7847  -0.72
H -4.9752 3.0760 -6.0037  0.35
C -0.3823 4.7462 2.5466  0.86
H 5.2901 -1.4395 -4.2900  0.30
C 1.5842 -2.3005 2.1156  0.69
C 2.0373 -3.5994 2.7146  -0.43
H 0.2564 3.8013 4.3344  0.43
H -0.4013 7.3302 2.9975  0.41
C 5.2667 -2.0742 -3.3972  -0.51
H 2.8744 1.8826 0.8685  -0.12
C 3.3822 -3.4663 -3.7106  -0.61
H -4.5747 -3.6522 -4.1113  0.27
H -2.7188 5.5788 -3.5399  0.31
C 3.0291 3.6502 2.1273  -0.68
H -4.5334 -2.6102 -0.9207  0.27
H -1.4503 3.4274 3.8786  0.35
C -0.1105 6.2656 4.8388  -0.72
H 1.2661 7.3939 3.6776  0.54
C -0.2429 2.9771 -1.5212  -1.06
H -1.3469 -5.8622 -0.5626  0.54
H -3.5230 -4.6618 1.2430  0.50
H -0.1061 3.6282 -0.6577  -0.03
C 1.8912 1.4045 2.7243  -0.72
S 2.3020 4.5399 0.7107  -0.12
C -0.6900 4.2025 3.9467  -0.71
H 2.0238 -5.4353 4.9179  0.09
C 1.0225 -4.6926 2.6460  0.74
C 0.1542 1.5228 -1.1417  -0.17
P 0.9814 -5.8359 4.0653  0.17
O 3.1263 -3.7748 3.2051  -0.58
C 0.6039 0.0449 0.9533  0.47
C -4.6927 3.3525 -4.9888  -0.59
H -0.5318 7.0979 5.4014  0.36
H -2.9674 -3.6042 -4.3249  0.26
C -2.7924 -4.5684 0.4375  0.06
H -0.2361 3.9380 1.8342  -0.91
H 1.0290 2.0477 2.9203  -0.35
H -4.0991 4.8833 -2.6691  0.30
C -3.4750 4.7933 -3.5650  -0.49
S 5.5625 -1.1147 3.4433  -0.37
H 2.5345 3.9467 3.0481  0.37
C 1.9551 -1.0707 2.6273  0.61
O -1.1243 5.2810 4.7429  -0.46
H 2.9966 -3.0390 -4.6395  0.30
H 0.5629 2.1719 0.8309  -0.99
C -1.8778 -5.7890 0.3856  -1.39
H 4.0736 3.9608 2.1488  0.49
O -2.8315 3.5169 -3.5393  -0.30
H 2.1992 -1.9558 -2.6542  0.11
H -2.5179 -6.6738 0.4579  0.48
C 0.2412 -1.2165 0.4538  1.46
I -2.0067 1.5366 1.0371  0.02
H -3.6090 1.6813 -4.0741  0.17
C -3.4209 2.6594 -4.5197  -0.32
H 0.7425 5.8839 5.4183  0.33
C 4.0198 -0.9796 3.5827  0.43
H -2.9681 -4.9632 -1.6734  0.56
H 0.2976 3.3401 -2.3875  0.43
C 3.1298 -2.5137 -2.5513  0.21
H -5.1783 5.4893 -4.7499  0.34
H -2.7085 2.5359 -5.3431  0.28
H -3.4496 -1.3757 -4.0013  0.19
H 5.2802 -4.1924 -2.9840  0.26
H 2.9167 -4.4399 -3.5651  0.34

Values from the calculation:
highest occupied orbital energy: -8.4206 eV
F_max: 1.600 eV/A

---

DFT (ωB97M-V/def2-TZVPD) results for 14 unconnected molecules or ions with the total composition C35H50ClN16O2P2.

Last column: Mulliken charge in e.
Geometry (Å):
H -7.1787 -6.8711 5.3677  -0.19
C 7.0493 -0.4006 -8.6905  -0.92
C -5.7479 -8.5026 7.0484  0.45
P 2.2039 2.0314 0.7530  1.12
H -4.0840 -9.5859 7.7024  0.32
H -1.6431 3.7341 0.9511  0.29
C -0.5131 5.2111 -2.3695  -0.31
C 1.4583 0.2456 -8.2942  0.44
N -6.7966 -8.0657 7.2043  -0.46
H -5.1815 -1.6481 3.3742  0.22
H 7.8435 0.3401 -8.7535  0.29
H 5.8491 -1.1097 -0.9327  -0.09
N 6.3493 -1.3343 -4.0111  -0.48
N -8.2253 -9.5076 4.1812  -0.45
C -4.5736 -3.5728 2.7919  0.12
H 7.4616 -1.3340 -8.3130  0.28
H -7.5413 -7.0646 3.6521  0.30
C -4.6026 -2.1335 2.5877  -0.31
H -1.4190 5.4485 2.9838  0.24
C -8.8814 -9.5147 5.1219  0.37
N 0.7602 1.1027 -8.5993  -0.52
H -9.2552 -10.0773 7.0985  0.27
H -3.7236 -8.2339 6.6108  0.28
C -8.8868 -5.8686 4.7113  0.34
C -0.5021 1.6933 -0.1326  -0.21
H -0.6363 7.0151 3.2549  0.34
H 6.7715 -2.6036 -1.1169  0.43
H 3.5103 7.4825 0.0224  0.36
C 0.2261 1.8498 -5.3355  0.29
C 2.5631 7.1159 -0.3683  -0.87
N -1.4630 1.5363 -1.0175  -0.80
H 2.4349 3.4079 0.7055  0.12
C -0.8009 5.7726 -1.0571  0.37
H -3.5868 -1.7428 2.6011  0.18
N 6.0691 -2.0677 1.5873  -0.49
C -6.1506 2.7492 4.0196  -0.82
H -6.8741 -5.5287 4.2364  0.09
C -0.5466 5.9415 3.4060  -0.93
H -1.0922 5.7324 -3.1292  0.42
H -6.9508 3.1792 4.6183  0.32
C -6.1599 1.3012 4.1540  0.34
H 4.0855 -0.6071 -4.3213  0.49
H 1.9111 6.8578 0.4623  0.09
N 5.1967 0.4402 -7.0699  -0.39
H -1.8607 1.3745 -2.9422  0.29
C 2.8004 5.9376 -1.1852  0.52
H -5.0602 -1.9104 1.6249  0.28
H 7.1022 1.9206 -0.1821  0.33
N -4.5596 -4.7097 2.9423  -0.40
C 3.6954 0.3907 -4.1846  -1.15
H 2.6818 2.6188 -3.1262  0.72
H 6.6379 -0.5660 -9.6842  0.30
H 6.1038 2.8152 -1.3447  0.24
H 3.2935 -0.7477 -8.3462  0.07
H 3.1444 -1.3530 -2.4790  0.34
C 0.1328 1.6213 -2.7586  0.52
H 4.3531 0.5716 1.5089  -0.25
H 2.5025 -0.7251 -6.7741  -0.05
H 3.2173 2.1472 -1.5306  0.07
C -9.7242 -9.4991 6.3054  -0.80
Cl -2.9024 0.8998 1.4074  -0.21
H 5.0384 -2.5849 -1.4721  0.28
C 3.0263 0.4836 -2.8525  0.47
C 6.2396 -1.6575 -2.9150  0.49
C -7.5388 -6.3569 4.4778  -0.07
C 2.5869 1.8536 -2.3614  -0.97
C 6.0068 0.0728 -7.7936  0.46
H -9.8530 -8.4727 6.6436  0.27
C 6.5483 2.8426 -0.3517  -1.07
N 2.7965 -0.4868 -2.0714  -0.54
N -9.9514 -5.4874 4.9082  -0.46
C 5.5061 2.9851 0.6537  0.69
C 0.8570 1.8010 -0.5125  1.38
H -0.4864 5.7306 4.4720  0.36
N -1.0247 6.2140 -0.0214  -0.43
N -6.1689 0.1596 4.2583  -0.41
C 5.4518 -1.1621 1.9295  0.32
H -10.6964 -9.9271 6.0698  0.34
H -0.7814 4.1555 -2.3863  -0.16
C 2.3344 -0.8220 -7.8443  -0.28
H 0.5491 5.3160 -2.5915  0.18
H 3.7582 -0.3802 2.8738  0.29
N -1.1028 1.5011 -2.2800  0.49
C -4.4190 -9.0441 6.8203  -0.88
H 1.8860 -1.7916 -8.0543  0.34
O 3.3992 1.1934 0.5584  -0.60
H 5.2283 0.5956 3.0476  0.39
H -5.1968 3.1450 4.3629  0.24
C 0.6450 5.4531 2.7365  0.56
N 3.0208 5.0255 -1.8477  -0.44
N 4.6909 3.0948 1.4531  -0.52
C 0.2759 1.6124 -4.1655  -1.95
O -1.3902 3.3137 1.7837  -0.32
C 5.9602 -2.0097 -1.5302  -0.60
H -4.4439 -9.7223 5.9695  0.27
H 1.5328 1.7867 1.9521  -0.03
H 0.0690 1.9135 -6.3912  0.73
C 1.1918 1.7649 -1.8530  -0.28
H 4.4904 1.1296 -4.2421  0.29
H 2.0992 7.8949 -0.9709  0.33
H -6.2996 3.0239 2.9773  0.25
H 2.9843 0.6328 -4.9712  0.02
P -1.0584 1.7297 1.6640  0.08
H 7.2355 3.6839 -0.2919  0.36
C 4.6526 -0.0255 2.3656  -0.16
N 1.5420 5.0668 2.1355  -0.49

Values from the calculation:
total charge: +1
highest occupied orbital energy: -11.7842 eV
F_max: 2.936 eV/A

---

DFT (ωB97M-V/def2-TZVPD) results for a molecular structure, C35H50N2O4P2Pb.

Last column: Mulliken charge in e.
Geometry (Å):
H -3.6474 3.7823 0.8094  0.32
C -2.5621 -0.0205 3.6300  -0.47
H 0.9462 4.0205 -3.4814  0.48
C -0.8456 -2.8649 1.2138  0.65
C 2.9121 4.5224 -4.1875  -0.85
H -4.2309 1.7975 -1.6071  0.66
H -2.0208 2.8659 -1.6281  0.58
H -4.0426 4.1556 -0.8567  0.49
H -0.8981 4.4649 1.2592  0.68
Pb 0.0093 -0.1167 -0.5735  1.84
H 0.6234 -2.5026 -2.3780  0.27
C 4.5597 2.7807 -4.0433  -0.69
H 4.9634 4.7251 -4.7849  0.43
O 1.9556 -1.0964 0.5707  -0.32
H 5.6096 -1.2333 -0.7914  0.33
H -1.3959 -4.0972 -3.6854  0.48
C 1.2929 1.4933 -2.6279  1.18
H -2.6541 -1.0669 3.8852  0.53
N -1.3133 -0.6074 1.6414  0.84
H 3.0097 1.1868 0.1644  -0.63
H 5.5533 2.3932 -4.1940  0.47
H 2.6544 5.5355 -4.4506  0.44
H 0.7612 -5.1719 3.0717  0.53
C -4.1450 -1.8005 0.8725  -1.59
H -3.2981 -4.8643 -0.5217  0.35
C -0.1682 3.7268 0.9095  0.58
C -1.8999 0.3245 2.4240  -0.61
H -3.4601 3.0421 4.7204  0.50
H 1.4734 4.2358 2.1942  0.48
H -1.2170 -4.6355 -1.2012  0.42
C -3.5098 1.5356 -0.8360  -1.42
C -3.1114 0.9383 4.4463  -1.09
H 1.3843 3.6214 -0.5929  0.13
H -0.2733 -4.8984 0.8548  0.46
H -0.1995 -1.1265 4.0708  0.60
P -1.6419 -2.4143 -0.3352  0.78
C -1.0547 -3.6345 -1.6109  0.52
H 5.8594 -2.8109 -0.0407  0.42
H 4.2317 -3.6486 1.5830  0.49
H -5.2246 -1.8947 0.7810  0.59
C 0.8108 3.3896 2.0313  -1.52
O 1.6005 0.2643 -2.4657  -0.89
H -2.3516 3.6916 2.6485  0.46
H -1.7623 -2.4318 -3.2532  0.30
O 3.9659 0.6480 -3.2667  -0.72
H 3.6049 -3.9649 -0.0492  0.37
C 0.3173 -4.2272 2.8000  -0.95
H -3.9065 -2.5017 -1.1328  0.61
C 0.5850 4.2931 -0.2873  -1.53
H 4.0882 0.4245 -1.0190  0.35
N 4.0219 -1.9567 0.3866  0.24
C 3.1817 -0.9329 0.3402  0.84
H 1.0276 5.2462 -0.0078  0.61
H 2.5615 -3.2053 1.1740  0.00
C 1.9564 3.6769 -3.6470  -0.42
C 3.5953 1.8989 -3.5398  0.28
H -4.0653 1.3732 0.0855  0.25
H -2.8716 -3.7430 -2.8203  0.38
C -0.2575 -4.0732 1.5493  -0.60
H 1.4201 2.5284 1.7570  0.20
C 3.5786 -3.2731 0.7947  -0.89
O 0.2309 1.9467 -2.1619  -0.84
H 0.8293 -4.2502 -2.4341  0.64
C 4.2151 4.0697 -4.3731  -0.45
C -3.4867 -2.7199 -0.1440  0.56
C 5.4376 -1.8203 0.1092  -1.06
C -2.4053 2.6443 2.9037  -0.57
H -3.0202 0.6088 -1.1367  0.07
C -0.2632 -1.9638 3.3927  -0.47
C -3.0175 2.2831 4.0945  -0.94
C 2.2814 2.3680 -3.3093  0.36
H 4.6275 0.6183 0.6442  0.67
H -3.3332 -4.4209 1.1976  0.31
C 0.3362 -3.1622 3.7009  -0.90
C -3.2204 3.9329 -0.1800  -1.54
H -3.8726 -2.0755 1.8873  0.33
C -2.5136 2.6774 -0.6703  0.63
H -3.8823 -0.7603 0.7065  0.08
C -3.7296 -4.1859 0.2104  -1.51
C -0.8552 -1.7844 2.1280  -0.46
H 0.9791 -3.4027 -0.8927  0.18
C 0.4384 -3.4302 -1.8373  -1.64
H -3.6263 0.6493 5.3493  0.48
H 3.1407 0.1497 -3.0173  0.28
C -1.8262 -3.4644 -2.9136  -1.59
H -2.5591 4.7957 -0.1692  0.35
H -0.0677 4.4508 -1.1407  0.28
P -1.0970 2.1775 0.4575  0.29
H 0.3049 3.1681 2.9680  0.32
H 0.8375 -3.2754 4.6520  0.47
H 5.9597 -1.3458 0.9419  0.34
H -4.8044 -4.3550 0.2334  0.49
C 3.7601 0.4105 0.0200  -0.90
C -1.8885 1.6962 2.0286  0.50

Values from the calculation:
total charge: +2
highest occupied orbital energy (spin up / spin down): -12.4817 / -12.4862 eV
F_max: 1.566 eV/A
relative energy (zero: lowest compared OMol25 entry of this formula, charge and spin): 0.616 eV